Computed, not measured: the molecule C4H8O in a non-equilibrium geometry, with ωB97M-V/def2-TZVPD.

Last column: Löwdin charge in e.
Geometry (Å):
1 C -0.6639 -0.6727 0.3049  -0.16
2 C 0.5792 -0.4923 -0.1278  -0.12
3 H 2.1508 0.8051 0.6109  0.12
4 H -2.2408 -1.4153 -0.9510  0.08
5 H 1.1679 -1.3571 -0.4588  0.11
6 H 1.8146 0.9303 -1.0772  0.11
7 C -1.6814 -1.7032 -0.0630  -0.10
8 H -1.1062 0.2878 0.5770  0.10
9 H 0.9508 2.6793 -0.1157  0.08
10 C 1.3227 0.7868 -0.1134  -0.28
11 O 0.4472 1.8935 0.1072  -0.08
12 H -2.3837 -1.8524 0.7450  0.06
13 H -1.1730 -2.6247 -0.3269  0.07

Summary:
E_LUMO = 0.936 eV
SMILES string = C/C=C/CO
calculated total energy = -6323.9540 eV
energy relative to the best compared isomer or geometry (same formula, charge and spin) = 117.1 kJ/mol
Kohn-Sham gap = 0.3697 hartree

Computed, not measured: a cluster of 14 separate species, H28O14 in total in a non-equilibrium geometry, with ωB97M-V/def2-TZVPD.

Last column: Löwdin charge in e.
Geometry (Å):
1 H 4.7858 1.0330 -2.5869  0.03
2 H 2.0349 -3.9659 -1.4383  0.02
3 O -1.8574 0.7881 2.2362  -0.05
4 O -4.2706 -1.2378 -1.2859  -0.04
5 O 1.1269 -4.1624 -1.1817  -0.06
6 H 2.1752 0.8226 -2.1414  0.03
7 O -3.8396 -0.4730 1.1128  -0.06
8 O -2.3901 -3.3255 0.7896  -0.06
9 H 1.0796 2.7048 1.1407  0.05
10 H 2.1422 -1.5552 -1.7512  0.03
11 H 0.5382 0.2135 -0.2489  0.04
12 H -3.7170 0.4482 1.3687  0.02
13 H 0.7271 0.4408 4.6800  0.03
14 H 0.2512 -0.6322 -1.4787  0.07
15 H -2.0348 3.3410 -2.3063  0.03
16 H -0.5852 3.7268 -2.5509  0.03
17 H -1.7735 3.8866 0.8711  0.02
18 H 1.0692 -5.1228 -1.2403  0.03
19 H -1.5107 0.5231 1.3768  0.03
20 O -2.5101 3.5025 1.3598  -0.06
21 H 1.8364 0.6763 3.6681  0.02
22 H -3.7707 -0.4586 -1.5541  0.05
23 H -3.8642 -0.4475 0.1496  -0.03
24 O 5.0643 0.5291 -1.8140  -0.06
25 H 3.1673 -3.0049 2.0144  0.03
26 H 5.5575 1.1656 -1.2843  0.04
27 H -4.5488 -1.6359 -2.1185  0.07
28 O -1.2147 3.0102 -2.6897  -0.06
29 H -2.5677 -3.8824 0.0232  0.03
30 H 2.0622 -1.9959 1.7486  0.02
31 O 2.3199 1.1754 -1.2563  -0.08
32 O 0.2436 2.5469 1.5937  -0.04
33 O 1.4074 -0.0209 4.1769  -0.05
34 H -1.2296 1.4493 2.5487  0.02
35 O 2.4583 -2.5212 2.4530  -0.06
36 H 2.4903 -0.9340 -3.0939  0.03
37 H -0.1114 1.7609 1.1635  0.01
38 O 0.9452 -0.4284 -0.8416  -0.10
39 H -3.0261 4.2654 1.6440  0.04
40 O 1.8784 -1.5518 -2.6782  -0.06
41 H 2.6114 2.0812 -1.4096  0.05
42 H -3.1504 -2.7347 0.8315  0.00

Summary:
E_LUMO = -0.430 eV
calculated total energy = -29116.9733 eV
energy relative to the best compared isomer or geometry (same formula, charge and spin) = 451.4 kJ/mol
Kohn-Sham gap = 0.3611 hartree

Computed, not measured: a structure of composition C13H39BF3HgO8S in a non-equilibrium geometry, with ωB97M-V/def2-TZVPD.

Last column: Löwdin charge in e.
Geometry (Å):
1 H -0.1538 0.3007 5.4878  0.09
2 S 3.3302 0.6342 0.1156  0.55
3 H -3.3135 -5.3810 -0.1350  0.08
4 H 2.0866 1.5579 5.6813  0.09
5 H -0.6135 2.4243 -2.2422  0.07
6 C -2.5620 -3.3965 0.3755  -0.45
7 C -0.7460 3.4886 -2.4321  -0.04
8 H -1.7056 3.7478 -2.8754  0.10
9 C -0.8546 -1.3237 -4.1961  -0.42
10 H 1.0498 -0.8750 -3.9241  0.12
11 B -0.7053 0.8428 0.4766  -0.44
12 O 0.5567 -1.6293 -0.8144  0.18
13 H -0.2625 0.3247 1.4393  -0.01
14 H 1.4399 3.6815 -1.2935  0.12
15 C -0.3597 5.8296 -1.5186  -0.04
16 C 4.7906 0.3641 1.2670  -0.67
17 H 0.3102 2.0882 4.1939  0.11
18 C -0.4551 4.3402 -1.2192  -0.46
19 F 5.3292 1.5502 1.5161  0.15
20 H -2.3938 -2.7439 2.4439  0.09
21 H -0.0097 3.6992 -3.2204  0.10
22 O 0.3537 -1.2473 -3.3742  -0.07
23 H -2.0212 -1.4586 -2.4166  0.07
24 O 2.4163 1.5152 0.8526  -0.42
25 C 1.3026 0.4282 3.9708  -0.44
26 O -1.6040 -3.6888 -0.6597  -0.08
27 H -1.4603 0.1371 -0.0892  0.02
28 H -0.2601 -2.9399 -5.5176  0.08
29 H -1.3912 1.8267 0.7105  0.01
30 H -3.2318 -2.6103 0.0250  0.13
31 C -1.7638 -2.9099 1.5673  -0.06
32 H -1.3581 6.2059 -1.7451  0.09
33 O 0.7569 1.6690 3.4472  -0.15
34 H 0.5584 -1.2106 5.2069  0.10
35 O 3.8979 1.2764 -1.0300  -0.26
36 O 2.7604 -0.6952 -0.0674  -0.29
37 H -0.8365 -3.5118 -3.8657  0.08
38 C -0.9248 -2.7833 -4.6660  -0.05
39 H 0.1260 1.2219 -0.2855  -0.03
40 H -2.9439 -1.2814 -3.8530  0.09
41 H -1.8774 -2.9652 -5.1832  0.09
42 H -4.3470 -4.5330 0.9730  0.08
43 H 3.2750 1.1773 4.3944  0.08
44 H 2.8245 -0.0637 5.4388  0.10
45 H -0.7290 -0.7642 -5.1243  0.14
46 C -2.0418 -0.9104 -3.3635  -0.04
47 O 0.8017 3.9180 -0.6068  -0.14
48 H 0.2265 5.9741 -2.4306  0.09
49 H -1.4080 -1.8858 1.3672  0.04
50 H 1.5035 -1.2878 -0.6385  0.08
51 F 4.4674 -0.2536 2.3975  0.15
52 H 0.1275 6.3852 -0.7224  0.09
53 F 5.6813 -0.3820 0.6199  0.15
54 H -0.0521 -1.1324 -0.2352  0.05
55 C 0.1953 -0.3353 4.6628  -0.04
56 H -2.1265 0.1644 -3.2233  0.08
57 Hg 0.5021 2.7147 1.3625  1.25
58 H -0.8544 -3.4620 1.7919  0.09
59 H -1.7249 -4.5629 -1.0335  0.08
60 H 1.7482 -0.1593 3.1696  0.13
61 H -0.6313 -0.6865 4.0493  0.08
62 H -2.8256 -5.2200 1.5520  0.08
63 C 2.4052 0.8185 4.9481  -0.04
64 H 0.2498 -1.4984 -1.7621  0.10
65 H -1.2252 4.1838 -0.4591  0.12
66 C -3.2992 -4.7017 0.7197  -0.04

Summary:
E_LUMO = -5.169 eV
charge = +1
calculated total energy = -54323.2397 eV
energy relative to the best compared isomer or geometry (same formula, charge and spin) = 0.0 kJ/mol
Kohn-Sham gap = 0.2760 hartree

Computed, not measured: a structure of composition C20H44F6IN2O2P2 in a non-equilibrium geometry, with ωB97M-V/def2-TZVPD.

Last column: Löwdin charge in e.
Geometry (Å):
1 C 4.2901 -1.7186 -0.5197  -0.43
2 H -1.2579 -3.9028 0.6221  0.10
3 H -3.5210 -6.2678 -2.1511  0.07
4 H 1.9068 1.9736 -1.0502  0.09
5 H -0.0566 4.3678 1.9261  0.07
6 H -1.6912 4.1030 -1.5557  0.11
7 H 0.5071 0.1891 -3.1723  0.12
8 F 5.6628 -1.6219 -0.0307  -0.07
9 C -2.2768 -5.0184 -0.9051  -0.27
10 H -3.4697 -2.4964 -1.3516  0.10
11 F 4.4971 -1.1403 -1.8465  -0.07
12 O 2.8878 1.2085 -2.8463  -0.14
13 H -1.8407 -0.8805 0.6834  0.07
14 F 4.6761 0.9729 3.5286  -0.06
15 H 4.4716 -2.2430 2.0754  0.11
16 H 2.0079 -1.2199 -1.8261  0.11
17 H -0.4641 4.4048 -0.3473  0.10
18 H -1.5927 6.4754 -0.8829  0.10
19 H -3.7335 -6.5479 -0.4171  0.07
20 C 4.0520 -3.2615 -0.7693  -0.31
21 N 0.4858 2.3037 -3.4024  -0.04
22 H -2.0546 -0.4917 -1.0297  0.06
23 H -3.2004 3.1102 0.0993  0.10
24 H -2.3707 -5.1000 1.2430  0.11
25 H 0.8671 -0.5045 -0.6470  0.04
26 C -2.0362 3.4614 1.8716  -0.27
27 H 0.2929 0.5738 1.1913  -0.01
28 C -2.2504 -4.3375 0.4642  -0.22
29 H -0.0630 2.6053 2.1168  0.00
30 P 1.6980 0.7026 1.5628  0.55
31 C -2.1452 3.2482 0.3603  -0.23
32 C 1.8417 -2.1542 0.8820  -0.27
33 H 2.2722 -2.9615 1.5732  0.06
34 H -4.3124 -3.7223 0.6630  0.10
35 H 1.2958 -2.5586 -0.0337  0.04
36 H 0.9808 3.1087 -2.9814  0.07
37 C -3.2974 -2.1157 -0.3401  -0.27
38 C -0.5967 3.5254 2.3648  -0.11
39 C 4.9945 -0.2067 2.7500  -0.48
40 C -1.5477 4.3657 -0.5008  -0.23
41 H -0.3593 1.1089 -1.7351  0.09
42 C 1.9600 -0.3740 -1.0315  -0.36
43 C -2.1301 5.7579 -0.2522  -0.27
44 H -4.4348 -5.1102 -1.1832  0.06
45 F 4.1724 -4.1299 0.3455  0.07
46 H -2.5404 2.6303 2.3756  0.10
47 P 3.0472 -0.6938 0.5246  0.20
48 H 3.1797 -1.4442 3.0134  0.10
49 H -3.9717 6.8747 -0.4046  0.07
50 F 5.1910 -3.6709 -1.5843  0.02
51 H -1.1398 -1.9271 -0.5657  0.06
52 H 2.0425 2.0627 1.1760  -0.05
53 C -3.5691 -5.7770 -1.1749  -0.12
54 H 0.7900 0.4708 3.5388  -0.05
55 C -2.0050 -1.3114 -0.3084  -0.12
56 H 0.9996 -1.6668 1.5219  0.04
57 F 2.9607 -3.6034 -1.6390  0.05
58 I 4.5868 1.2368 0.1295  0.82
59 C -3.3193 -3.2599 0.6749  -0.23
60 H -3.8079 5.5946 -1.6151  0.07
61 H -1.6461 2.3072 0.0987  0.09
62 C -3.6159 5.8537 -0.5703  -0.12
63 H 2.6277 0.5657 -3.5463  0.09
64 O 6.2371 -0.4233 2.6717  -0.01
65 H -2.5695 4.3693 2.1713  0.09
66 C 1.9651 1.0538 -1.7131  -0.44
67 H -2.1059 -4.2872 -1.7006  0.10
68 H -0.5754 3.6477 3.4503  0.08
69 N 1.7196 0.7070 3.1657  -0.35
70 C 3.9264 -1.2216 2.1524  -0.29
71 H -1.9539 6.0687 0.7818  0.10
72 H -3.1949 -2.8430 1.6814  0.11
73 H -1.4414 -5.7259 -0.9557  0.11
74 C 0.4973 1.1162 -2.4893  -0.23
75 H 0.9088 2.0666 -4.3188  0.06
76 H -4.1321 -1.4421 -0.1207  0.10
77 H -4.2085 5.1907 0.0648  0.06

Summary:
E_LUMO = 2.459 eV
charge = -1
calculated total energy = -71509.3365 eV
Kohn-Sham gap = 0.2703 hartree

Computed, not measured: a cluster of 2 separate species, C3H10OS2 in total in a non-equilibrium geometry, with ωB97M-V/def2-TZVPD.

Last column: Löwdin charge in e.
Geometry (Å):
1 S 3.5067 0.8172 0.9028  0.42
2 C 0.8762 0.7551 -0.0576  -0.35
3 H -1.0602 0.7725 -0.7662  0.06
4 S 2.7399 -0.2514 2.4375  0.32
5 C 2.3538 0.6718 -0.4861  -0.59
6 H -0.0226 1.6468 -1.8593  0.07
7 O -5.9210 -2.5220 0.7868  -0.06
8 H -0.0545 -0.0688 -1.9565  0.07
9 C -0.0923 0.7446 -1.2437  -0.12
10 H 0.7399 1.7068 0.4461  0.10
11 H 3.5024 -1.3580 2.3682  -0.19
12 H 0.6721 -0.1134 0.5697  0.07
13 H -5.4515 -1.9561 0.1612  0.03
14 H -6.8092 -2.2044 0.9649  0.03
15 H 2.6169 1.5260 -1.0886  0.06
16 H 2.4035 -0.1668 -1.1793  0.08

Summary:
E_LUMO = 0.654 eV
SMILES string = CCCSS.O
calculated total energy = -26990.9448 eV
energy relative to the best compared isomer or geometry (same formula, charge and spin) = 33.3 kJ/mol
Kohn-Sham gap = 0.3564 hartree

Computed, not measured: a structure of composition C39H52InN3O5P2SSb, with ωB97M-V/def2-TZVPD.

Last column: Löwdin charge in e.
Geometry (Å):
1 H -2.9791 -2.4675 -0.2455  0.14
2 H -0.4049 1.8996 -5.1789  0.02
3 C 1.0538 3.1383 1.8436  -0.07
4 C -1.3284 3.1458 2.3435  -0.67
5 H 5.8377 -2.5699 -1.4256  0.09
6 H 7.4413 1.8779 0.0016  0.11
7 P 4.5412 -0.7001 -3.1306  1.06
8 C -3.6259 2.8014 3.1032  -0.06
9 H 2.4858 -5.9493 -2.4393  0.11
10 H -2.7057 3.3540 -3.8804  0.02
11 H -2.6671 4.7679 4.8347  0.10
12 N -0.0756 3.3179 2.7471  -0.15
13 O -4.8443 0.1372 0.4427  0.09
14 P 2.1236 -0.4121 -1.1167  1.05
15 N -2.3293 3.4635 3.2127  -0.22
16 C 5.1954 0.5062 -4.3536  -0.39
17 H -3.1223 5.4060 3.2425  0.10
18 H 3.4054 -5.2070 -0.2689  0.11
19 H -4.1658 3.0736 2.1953  0.08
20 O -0.8599 -1.9541 -1.5951  -0.15
21 C -3.6593 -0.0895 0.3631  -0.66
22 O 0.3683 0.2846 1.5005  -0.20
23 O -2.8768 0.2184 -0.6316  -0.29
24 S -1.7381 2.6100 0.7680  0.78
25 H 1.4859 -4.2794 -3.9778  0.12
26 C 4.3347 1.3850 2.5206  -0.07
27 H 0.8332 3.5839 0.8751  0.08
28 H 8.1357 1.1045 -5.9436  0.11
29 H -3.9567 0.3359 -3.4117  0.03
30 C 6.5422 0.3927 -4.7081  -0.10
31 H -2.6442 -0.0026 2.2282  0.11
32 H -0.0335 -2.4327 1.8399  0.13
33 H 3.2915 -2.8729 0.3951  0.08
34 H 3.3097 1.2922 -2.3435  0.04
35 C -0.0400 -0.4232 2.5251  -0.60
36 H 4.0510 -0.5012 3.5007  0.12
37 C -2.3829 4.8092 3.7831  -0.04
38 H -4.2134 3.0940 3.9719  0.10
39 H -1.6107 3.8686 -2.5655  0.02
40 H 0.8406 1.8636 -3.9106  -0.01
41 C -2.9320 -0.7807 1.5175  -0.09
42 H -2.2588 -3.5149 0.9872  0.15
43 C 7.0751 0.9042 -0.2977  -0.07
44 H 3.2492 2.1347 -0.5807  0.10
45 C 4.0915 2.1176 1.3708  -0.10
46 O 0.1809 -0.1356 3.6787  0.10
47 H 4.3912 3.1566 1.3116  0.12
48 C -2.9846 0.0460 -3.8037  -0.26
49 H 1.9185 3.6328 2.2817  0.09
50 H -0.5526 3.2345 4.7847  0.10
51 H 1.2585 2.0781 1.7139  0.06
52 H 5.8530 1.6875 -1.8693  0.11
53 H -1.4214 5.3042 3.6965  0.08
54 C 7.0885 1.2019 -5.6889  -0.07
55 C 3.2934 -0.5294 1.5027  -0.09
56 C -0.9857 -3.0486 -0.6755  -0.19
57 H 4.3281 2.9592 -6.5366  0.10
58 C 6.1775 0.7950 -1.3445  -0.10
59 H -0.0222 -3.2176 -0.1828  0.11
60 H 1.1301 2.8737 4.3748  0.10
61 H -1.2644 -3.9638 -1.2008  0.14
62 C 3.4573 1.5254 0.2900  -0.13
63 C 3.0885 0.1799 0.3211  -0.36
64 C 6.1719 -1.5932 -1.0929  -0.11
65 C 4.9549 2.2422 -6.0223  -0.08
66 C 3.9149 0.0657 2.5896  -0.05
67 H -2.8137 -1.0077 -3.6004  0.01
68 H -1.2825 -2.0888 3.0526  0.14
69 H 0.2584 0.3486 -4.6384  0.01
70 C 6.2958 2.1339 -6.3480  -0.08
71 C 2.8720 -3.1545 -0.5549  -0.08
72 H 0.5589 4.5527 4.3449  0.10
73 C 7.0680 -1.4870 -0.0347  -0.08
74 C 1.8704 -3.9731 -3.0139  -0.05
75 H 2.3607 0.2571 -3.3993  0.00
76 C 2.4319 -4.9079 -2.1525  -0.06
77 H -3.4974 1.7240 3.1354  0.08
78 In -0.6924 0.3321 -0.2762  0.52
79 C 5.7073 -0.4556 -1.7453  -0.40
80 C -0.7830 -1.7041 2.1605  -0.07
81 C 4.4071 1.4306 -5.0349  -0.10
82 N -1.7124 -1.4601 1.0537  -0.20
83 C 1.8253 -2.6398 -2.6458  -0.18
84 C 0.2806 3.5161 4.1487  -0.02
85 H 2.9339 -1.5386 1.6169  0.09
86 C 3.0520 0.2542 -2.5552  -0.51
87 H -3.6175 -1.4690 2.0181  0.15
88 H -2.9215 0.2477 -4.8718  0.02
89 Sb -1.5361 1.2032 -2.8178  1.39
90 C -0.0294 1.3503 -4.3165  -0.30
91 H 8.2178 -0.1506 1.1830  0.11
92 C 2.3121 -2.2068 -1.4050  -0.39
93 H 3.3543 1.5357 -4.8063  0.08
94 H 1.4478 -1.9147 -3.3643  0.11
95 C 2.9407 -4.4916 -0.9348  -0.06
96 C -2.0639 -2.6773 0.3088  -0.13
97 C 7.5154 -0.2382 0.3644  -0.07
98 H 6.7235 2.7689 -7.1122  0.11
99 H 7.1716 -0.3317 -4.2034  0.11
100 H 7.4218 -2.3777 0.4678  0.11
101 H -3.1935 3.1693 -2.1712  0.02
102 C -2.3599 3.1414 -2.8704  -0.28
103 H -0.0920 -2.1515 -2.1492  0.03
104 H 4.8388 1.8407 3.3628  0.11

Summary:
E_LUMO = -2.560 eV
charge = +1
calculated total energy = -97114.9253 eV
Kohn-Sham gap = 0.2873 hartree